Entry from the Open Molecules 2025 dataset: 6 unconnected molecules or ions with the total composition C22H61N5O6 (ωB97M-V/def2-TZVPD).

Its total charge is +1. The highest occupied orbital energy (alpha / beta) is -10.86 / -10.86 eV. For the frontier orbital gap (alpha / beta), the calculation gives 0.302 / 0.097 Eh. The calculation puts the energy at -43524.4361 eV. Its multiplicity is 2. The expectation value of S² is 0.755. Its energy above the lowest of the compared OMol25 structures with the same formula, charge and spin is 28.6 kcal per mole.

Element x y z (Å)
C (-6.6194, 0.6979, 6.0700)
C (-5.5667, 1.7784, 6.2229)
C (-4.4032, 1.5913, 5.1618)
O (-3.5500, 0.5279, 5.4181)
C (-3.1157, -0.2062, 4.2418)
N (-6.2313, 3.0371, 5.8503)
H (-6.1515, -0.2059, 6.4602)
H (-6.9061, 0.4286, 5.0534)
H (-7.4956, 0.7817, 6.7130)
H (-5.1911, 1.7784, 7.2461)
H (-3.8934, 2.5084, 4.8668)
H (-4.9590, 1.3614, 4.2528)
H (-3.9362, -0.6778, 3.7009)
H (-2.4523, -0.9713, 4.6451)
H (-2.6237, 0.4847, 3.5572)
H (-5.6487, 3.7530, 6.2604)
H (-7.1267, 3.0397, 6.3176)
C (-1.5081, 4.0835, -0.8979)
C (-0.0312, 4.3852, -0.5611)
C (1.0750, 3.3875, -1.0391)
O (2.4538, 3.7325, -0.8060)
C (3.3440, 2.6391, -1.1855)
N (0.2676, 5.5760, -1.3197)
H (-2.0741, 4.9673, -1.1920)
H (-2.0397, 3.6509, -0.0503)
H (-1.6448, 3.4243, -1.7552)
H (0.0573, 4.5150, 0.5175)
H (0.8717, 3.1693, -2.0875)
H (0.9377, 2.5261, -0.3855)
H (4.3996, 2.8114, -0.9752)
H (3.3386, 2.3352, -2.2323)
H (3.1353, 1.7309, -0.6202)
H (1.2242, 5.7447, -1.0431)
H (-0.1946, 6.3254, -0.8248)
C (3.2844, 0.7380, 2.1170)
C (3.8315, -0.6545, 1.8401)
C (4.9328, -1.1002, 2.7802)
O (5.7329, -2.1231, 2.2251)
C (7.0374, -2.1736, 2.5862)
N (2.7647, -1.5929, 2.1367)
H (3.1191, 0.8808, 3.1849)
H (2.4394, 1.0418, 1.4991)
H (4.0468, 1.4807, 1.8820)
H (4.1674, -0.6753, 0.8033)
H (4.5465, -1.3493, 3.7685)
H (5.5865, -0.2485, 2.9686)
H (7.4865, -2.9901, 2.0207)
H (7.1772, -2.3217, 3.6570)
H (7.5377, -1.2636, 2.2548)
H (2.0776, -1.2074, 1.5047)
H (3.0410, -2.5098, 1.8156)
C (1.2769, -0.1257, -2.9197)
C (2.3529, -1.2506, -2.9804)
C (3.6567, -0.7171, -3.6397)
O (4.5623, -1.8643, -3.8139)
C (5.7550, -1.6194, -4.5734)
N (2.5722, -1.6510, -1.5910)
H (0.9485, 0.1538, -3.9208)
H (1.5500, 0.7989, -2.4112)
H (0.4636, -0.4417, -2.2664)
H (1.9804, -2.0045, -3.6739)
H (4.1591, -0.0253, -2.9636)
H (3.4978, -0.2173, -4.5952)
H (5.5236, -2.1998, -5.4666)
H (6.5959, -2.0821, -4.0568)
H (6.0757, -0.6053, -4.8116)
H (1.7786, -1.9211, -1.0277)
H (3.3279, -2.3211, -1.5832)
C (-2.0509, -3.9837, -4.2423)
C (-2.1755, -2.7043, -3.3467)
C (-3.5925, -2.0961, -3.5947)
O (-3.8027, -1.4865, -4.8562)
C (-5.1287, -1.7701, -5.3486)
N (-1.8887, -3.1855, -1.9562)
H (-2.7012, -4.7724, -3.8639)
H (-1.0455, -4.3979, -4.1662)
H (-2.3776, -3.7935, -5.2646)
H (-1.3910, -2.0156, -3.6601)
H (-3.6549, -1.2495, -2.9111)
H (-4.2838, -2.8755, -3.2741)
H (-5.2682, -1.1404, -6.2273)
H (-5.8569, -1.3463, -4.6570)
H (-5.3256, -2.8106, -5.6066)
H (-2.6401, -3.8533, -1.8582)
H (-1.0067, -3.6777, -1.9654)
C (-1.7407, -0.0786, 1.0572)
C (-0.2215, -0.1996, 0.9328)
O (0.2327, -1.4315, 0.4721)
H (-2.0164, -0.7877, 1.8377)
H (-2.3779, -0.2027, 0.1815)
H (-2.2230, 0.8090, 1.4665)
H (0.2339, 0.0323, 1.8955)
H (0.1675, 0.5257, 0.2182)
H (-0.4924, -2.0574, 0.4075)